{
  "formula": "C4H9NO",
  "method": "ωB97M-V with the def2-TZVPD basis set",
  "homo_lumo_gap_ev": 8.8866,
  "relative_energy_kcal_mol": 66.04,
  "energy_ha": -287.72721,
  "species": ["C", "C", "C", "C", "N", "H", "H", "H", "H", "H", "H", "H", "O", "H", "H"],
  "xyz": [[0.1031, 2.5473, 0.5118], [-0.4042, 1.3062, 0.6244], [0.3457, 0.0284, 0.5089], [1.2725, -0.1753, -0.4385], [-0.2299, -0.9691, 1.2946], [-0.2825, 3.3226, 1.1615], [0.7658, 2.7810, -0.3160], [-1.4556, 1.1710, 0.8752], [1.4650, 0.6538, -1.1053], [1.7893, -1.1154, -0.5588], [-0.5689, -0.6680, 2.1934], [0.3025, -1.8238, 1.3373], [-0.8322, -2.0734, -2.0673], [-1.6431, -1.5904, -1.8808], [-0.2329, -1.7823, -1.3657]],
  "forces_ev_per_a": [[-0.709, -0.652, -0.411], [0.244, 0.180, 0.429], [-0.789, -0.020, -1.831], [-0.213, 0.277, 0.473], [0.283, -0.043, -0.024], [-0.641, 0.431, -0.882], [1.138, 0.004, 0.965], [0.280, 0.079, 1.252], [0.275, -0.232, -0.096], [0.179, -0.005, -0.021], [0.015, -0.007, 0.087], [0.008, -0.038, 0.137], [0.028, -0.037, 0.151], [-0.020, -0.027, -0.032], [-0.077, 0.090, -0.196]]
}


{
  "formula": "C53H37AsF6LuN10Se",
  "method": "ωB97M-V with the def2-TZVPD basis set",
  "homo_lumo_gap_ev": [5.0757, 4.9852],
  "charge": -2,
  "relative_energy_kcal_mol": 124.17,
  "multiplicity": 2,
  "energy_ha": -9061.58904,
  "species": ["Lu", "C", "C", "C", "C", "C", "N", "C", "C", "C", "C", "C", "C", "C", "C", "N", "C", "N", "C", "N", "C", "N", "C", "N", "C", "N", "C", "C", "C", "C", "C", "C", "C", "C", "C", "C", "C", "C", "C", "C", "N", "H", "H", "H", "H", "H", "H", "H", "H", "H", "H", "H", "H", "H", "H", "H", "H", "F", "As", "F", "F", "F", "F", "F", "Se", "N", "C", "C", "C", "C", "C", "C", "N", "H", "H", "H", "H", "C", "C", "C", "C", "C", "C", "C", "C", "C", "C", "H", "H", "H", "H", "H", "H", "H", "C", "C", "C", "C", "C", "H", "H", "H", "H", "H", "H", "H", "H", "H", "H"],
  "xyz": [[-0.2867, -1.0406, 0.5291], [-5.3594, -1.2624, 4.7243], [-4.4814, -2.1790, 5.3383], [-3.1442, -2.2193, 5.0085], [-2.6750, -1.3342, 4.0324], [-1.4064, -1.1554, 3.4014], [-0.2524, -1.7618, 3.8204], [0.8896, -1.4302, 3.2976], [2.2316, -1.7363, 3.7938], [2.6936, -2.6417, 4.7334], [4.0606, -2.7137, 4.9559], [4.9431, -1.8644, 4.2892], [4.4820, -0.9349, 3.3671], [3.1270, -0.8967, 3.0947], [2.3069, -0.1260, 2.1428], [2.5811, 0.8817, 1.3382], [1.3788, 1.5215, 1.0763], [0.6539, 1.6241, -0.0054], [-0.7798, 1.7067, 0.4385], [-1.3038, 0.5336, -0.3967], [-1.8967, 1.5587, -1.2953], [-1.9183, 2.4917, -0.1180], [-3.1250, 1.8546, 0.5212], [-3.3963, 1.1282, 1.5373], [-2.7926, 0.2844, 2.4218], [-1.5206, -0.2054, 2.4231], [-3.5574, -0.4120, 3.4120], [-4.9082, -0.3752, 3.7714], [-4.1092, 1.8023, -0.5678], [-5.4891, 1.8489, -0.5749], [-6.1390, 1.6248, -1.7813], [-5.4146, 1.3406, -2.9307], [-4.0232, 1.2673, -2.9082], [-3.3731, 1.4814, -1.7079], [-0.6541, 2.1676, 1.9094], [-1.4739, 2.9639, 2.7029], [-0.9639, 3.5038, 3.8780], [0.3552, 3.2974, 4.2590], [1.2029, 2.5816, 3.4283], [0.6808, 2.0754, 2.2534], [1.0220, -0.5511, 2.2457], [-6.4079, -1.2696, 5.0022], [-4.8763, -2.8761, 6.0698], [-2.4655, -2.9226, 5.4758], [1.9948, -3.2802, 5.2584], [4.4528, -3.4382, 5.6606], [6.0066, -1.9482, 4.4826], [5.1605, -0.2722, 2.8486], [-5.5785, 0.3236, 3.2842], [-6.0303, 2.0640, 0.3379], [-7.2214, 1.6631, -1.8264], [-5.9400, 1.1749, -3.8640], [-3.4850, 1.0431, -3.8181], [-2.4974, 3.1793, 2.4419], [-1.6110, 4.1081, 4.5036], [0.7300, 3.7270, 5.1809], [2.2531, 2.4456, 3.6580], [-0.9717, -2.2159, -1.3382], [-2.5135, -2.9498, -0.8037], [-2.4355, -3.9632, -2.2324], [-1.6713, -4.1580, 0.0889], [-4.0309, -3.6793, -0.3706], [-2.5179, -1.9594, 0.6399], [-3.3419, -1.7436, -1.7214], [1.0320, -3.4154, 0.7615], [1.7622, -1.0893, -1.0419], [3.1138, -1.2631, -0.6592], [4.0159, -0.3032, -1.1042], [5.3716, -0.4082, -0.8619], [5.8449, -1.5216, -0.1689], [4.9604, -2.4552, 0.3178], [3.5553, -2.3521, 0.1398], [2.8235, -3.3621, 0.6731], [3.6161, 0.5457, -1.6458], [6.0473, 0.3631, -1.2102], [6.9084, -1.6360, 0.0138], [5.3016, -3.2963, 0.9080], [0.8799, 5.4750, -3.6287], [0.3129, 5.3467, -2.3464], [-0.3175, 4.1920, -1.9761], [-0.4055, 3.0852, -2.8612], [-1.0441, 1.8529, -2.5212], [-0.9973, 0.8102, -3.4174], [-0.4245, 0.9533, -4.6906], [0.1397, 2.1384, -5.0634], [0.1876, 3.2160, -4.1526], [0.8118, 4.4355, -4.5096], [1.3698, 6.4001, -3.9104], [0.3867, 6.1726, -1.6495], [-0.7628, 4.1024, -0.9994], [-1.4543, -0.1333, -3.1353], [-0.4565, 0.1208, -5.3832], [0.5705, 2.2637, -6.0509], [1.2454, 4.5237, -5.5003], [1.5100, -1.4015, -4.7315], [2.0507, -1.9946, -3.4267], [3.5742, -2.1071, -3.5505], [1.4709, -3.4106, -3.2172], [1.4333, -1.2170, -2.2671], [1.8992, -1.9664, -5.5814], [1.8145, -0.3582, -4.8417], [0.4199, -1.4459, -4.7576], [3.7968, -2.6747, -4.4598], [4.0132, -2.6335, -2.7065], [4.0469, -1.1303, -3.6304], [1.8629, -4.0957, -3.9731], [0.3801, -3.4004, -3.2720], [1.7450, -3.7881, -2.2300], [0.4210, -0.8897, -2.4976]],
  "forces_ev_per_a": [[0.059, 1.108, 0.199], [-0.094, 0.251, -0.187], [0.236, -0.196, 0.130], [-0.180, -0.005, 0.194], [0.271, 0.156, -0.262], [-0.708, 0.311, -0.052], [1.033, -0.214, -0.012], [-0.999, 0.144, 0.531], [0.473, 0.104, -0.171], [-0.129, 0.070, 0.010], [0.040, 0.044, 0.041], [0.074, -0.038, 0.062], [-0.048, 0.100, -0.136], [-0.054, -0.486, 0.276], [-0.403, 0.677, -0.544], [0.462, -0.154, 0.232], [-0.604, 0.182, 0.190], [0.933, 0.154, 0.089], [-0.152, 0.328, 0.368], [-0.562, 0.279, -0.353], [0.073, -0.243, -0.048], [0.304, -0.051, -0.302], [-0.374, -0.238, 0.733], [0.114, 0.301, -0.712], [-0.028, -0.350, 0.553], [-0.322, -0.323, -0.054], [0.387, 0.118, -0.244], [-0.219, -0.063, 0.159], [0.063, 0.085, -0.385], [0.073, 0.083, 0.057], [-0.051, -0.035, 0.044], [-0.007, 0.005, -0.130], [-0.012, -0.052, 0.047], [-0.071, 0.160, 0.313], [0.302, 0.334, 0.054], [-0.041, -0.060, -0.057], [-0.055, 0.046, 0.025], [0.065, -0.034, 0.057], [0.080, -0.037, -0.049], [-0.402, 0.128, -0.016], [1.040, 0.004, 0.197], [-0.001, 0.004, -0.010], [0.016, 0.020, 0.020], [-0.015, -0.021, -0.016], [0.012, -0.024, -0.022], [-0.006, 0.002, -0.003], [-0.013, 0.036, 0.007], [0.059, -0.008, -0.087], [-0.012, -0.018, 0.000], [-0.018, -0.038, -0.006], [0.005, 0.015, -0.005], [0.011, -0.023, 0.007], [0.058, -0.013, -0.006], [-0.046, -0.054, -0.007], [-0.020, -0.026, -0.009], [-0.016, -0.008, 0.003], [0.001, 0.022, -0.006], [-0.475, -0.134, 0.384], [-1.928, -1.872, -1.490], [0.137, 0.350, 0.337], [0.124, 0.247, -0.029], [0.352, 0.356, 0.066], [0.502, -0.082, -0.455], [0.253, 0.120, 0.305], [0.571, -1.545, 0.136], [-0.172, 0.228, -0.206], [0.329, -0.348, -0.128], [-0.064, 0.021, 0.022], [-0.001, -0.001, -0.044], [0.097, 0.069, 0.087], [-0.090, 0.006, 0.162], [-0.043, 0.233, -0.340], [-0.003, -0.092, 0.136], [-0.030, 0.021, 0.023], [0.006, -0.016, -0.012], [-0.025, -0.019, 0.016], [0.007, -0.055, -0.050], [0.042, 0.019, -0.127], [-0.043, -0.050, 0.066], [-0.021, 0.077, -0.005], [-0.028, -0.043, -0.205], [0.093, 0.058, -0.032], [-0.105, 0.220, 0.151], [-0.174, 0.176, -0.249], [-0.014, -0.107, 0.005], [-0.107, -0.019, 0.212], [0.070, 0.106, 0.010], [0.006, -0.014, -0.015], [-0.043, -0.029, 0.035], [-0.017, 0.014, 0.073], [-0.081, 0.018, -0.020], [-0.085, 0.255, 0.027], [0.005, 0.010, -0.002], [0.010, -0.019, 0.006], [0.122, -0.168, 0.123], [0.194, -0.058, -0.062], [-0.132, 0.029, 0.134], [-0.052, 0.050, 0.065], [-0.135, -0.145, 0.139], [-0.023, -0.051, -0.019], [-0.003, -0.079, -0.018], [0.171, -0.131, 0.043], [-0.022, -0.003, 0.019], [0.075, 0.018, 0.072], [0.043, 0.033, -0.007], [-0.024, 0.055, -0.079], [0.020, -0.053, 0.003], [0.013, -0.032, -0.012], [0.112, -0.086, 0.042]]
}